# C19H39N4O5P

A single C19H39N4O5P molecule (the ωB97M-V functional and the def2-TZVPD basis, OMol25).

Geometry as XYZ:
```
68
Properties=species:S:1:pos:R:3:forces:R:3:lowdin_charge:R:1
C 1.3073 -0.3887 3.4886 0.016 0.231 0.123 -0.099
C 2.1109 0.6573 2.7131 0.071 -0.067 0.307 -0.250
C 3.3143 0.0492 1.9950 -0.226 0.161 -0.160 -0.158
C 2.9855 -0.8668 0.8054 0.269 -0.155 -0.027 -0.189
O 1.6828 -0.5740 0.3124 -0.194 0.059 0.152 -0.076
C 1.2877 -1.0776 -0.9165 0.306 0.023 0.014 -0.432
O 1.3623 -0.0761 -1.9192 -0.400 0.152 0.187 -0.049
C 2.1808 1.0779 -1.7130 0.086 -0.059 -0.275 -0.178
C 1.5237 2.2181 -0.9592 0.064 0.018 0.238 -0.220
C 2.5373 3.3170 -0.6168 -0.130 0.099 0.066 -0.088
N 2.1447 -2.1856 -1.3918 -0.393 0.528 -0.742 0.168
C 1.2895 -3.0472 -2.0903 0.301 0.066 -0.335 -0.530
O 1.4873 -3.5043 -3.1873 0.024 -0.231 0.334 0.118
C 0.1124 -3.2262 -1.1783 -0.092 -0.039 0.213 -0.466
N -0.9831 -3.8841 -1.8280 -0.014 0.321 -0.305 0.072
P 0.9579 -4.4214 0.0972 -0.217 0.039 0.163 0.934
N 1.0546 -3.5914 1.5812 0.015 -0.097 -0.144 -0.166
O -0.3904 -5.3872 0.3193 0.153 -0.080 0.124 -0.331
C -0.1703 -1.7009 -0.8542 -0.183 -0.319 0.108 -0.276
C -0.9173 -1.5119 0.4657 0.018 0.002 0.075 -0.002
C -1.0822 -1.1584 -1.9759 0.013 0.351 -0.186 -0.121
C -1.4989 0.3225 -1.8221 -0.046 -0.183 0.117 -0.179
C -2.9958 0.4896 -1.5372 -0.052 0.153 -0.198 -0.171
C -3.4317 1.8182 -0.8821 -0.097 -0.125 0.070 -0.184
N -2.4532 2.4073 0.0371 0.047 -0.018 -0.102 -0.149
C -2.5205 1.9078 1.4080 0.204 -0.130 -0.053 -0.058
C -2.4843 3.8389 -0.0276 0.306 0.187 -0.113 -0.487
C -3.7298 4.5382 0.4720 -0.125 -0.098 0.182 -0.008
O -1.5652 4.4695 -0.4795 -0.133 -0.190 0.046 0.116
H 1.2269 -1.3206 2.9307 -0.074 -0.005 -0.029 0.037
H 0.3066 -0.0216 3.7272 -0.019 -0.080 -0.056 0.069
H 1.7961 -0.6018 4.4430 0.026 -0.116 -0.067 0.074
H 2.4926 1.3927 3.4279 -0.026 0.036 -0.065 0.107
H 1.4774 1.2112 2.0219 -0.004 -0.118 -0.117 0.083
H 3.9602 0.8583 1.6452 0.017 -0.010 0.064 0.105
H 3.8735 -0.5351 2.7304 0.167 0.041 -0.097 0.114
H 3.7261 -0.7005 0.0186 0.042 -0.059 0.027 0.109
H 3.0457 -1.9229 1.0739 -0.157 0.045 0.053 0.100
H 3.1324 0.8098 -1.2493 -0.003 -0.056 0.128 0.107
H 2.4206 1.4163 -2.7246 0.023 -0.060 0.006 0.136
H 0.7172 2.6355 -1.5544 -0.197 -0.003 -0.028 0.105
H 1.0787 1.8388 -0.0414 -0.039 -0.107 -0.014 0.085
H 2.5245 4.1270 -1.3468 0.118 -0.088 -0.071 0.071
H 2.3003 3.7687 0.3476 0.012 0.002 -0.029 0.070
H 3.5548 2.9225 -0.5503 -0.006 0.028 -0.006 0.067
H 2.8244 -1.8113 -2.0485 0.243 -0.137 0.204 0.156
H -0.6932 -4.7489 -2.2597 0.001 -0.094 -0.026 0.087
H -1.7494 -4.0603 -1.1968 0.044 -0.216 0.130 0.080
H 0.1699 -3.3162 1.9830 -0.113 0.098 0.046 0.027
H 1.5596 -4.1542 2.2546 0.133 0.121 0.001 0.034
H -0.0669 -6.2162 0.6918 -0.210 -0.056 -0.098 0.033
H -0.2527 -1.4548 1.3162 0.107 0.030 0.095 0.046
H -1.5096 -0.5980 0.4552 0.071 -0.005 0.030 0.061
H -1.6134 -2.3439 0.6138 -0.007 0.018 -0.033 0.100
H -0.6013 -1.3122 -2.9422 -0.058 -0.084 -0.004 0.127
H -1.9880 -1.7658 -1.9763 0.132 -0.065 -0.073 0.106
H -0.9411 0.7924 -1.0197 0.139 0.157 0.031 0.081
H -1.2471 0.8593 -2.7370 0.089 0.105 0.066 0.121
H -3.3719 -0.3483 -0.9441 0.134 0.008 0.128 0.101
H -3.5317 0.4344 -2.4902 -0.107 -0.161 0.084 0.114
H -4.3741 1.6326 -0.3475 -0.104 0.042 -0.077 0.114
H -3.6696 2.5534 -1.6548 0.211 0.014 -0.045 0.126
H -2.9491 2.6400 2.0997 -0.103 -0.033 0.025 0.084
H -3.1267 1.0012 1.4417 -0.045 0.032 0.036 0.089
H -1.5240 1.6497 1.7774 -0.012 0.038 -0.021 0.079
H -4.4537 3.8418 0.8934 -0.028 0.042 -0.017 0.073
H -3.4480 5.2664 1.2324 -0.044 0.052 -0.068 0.089
H -4.1923 5.0707 -0.3584 0.055 0.046 0.009 0.090
```
Forces are in eV/Å.

Calculated values
Gap between HOMO and LUMO = 8.99 eV
E = -1683.95013 Ha



# C19H39O3P3Ru

A molecular structure, C19H39O3P3Ru (the ωB97M-V functional and the def2-TZVPD basis, OMol25).

Geometry as XYZ:
```
65
Properties=species:S:1:pos:R:3:forces:R:3:mulliken_spin:R:1
P 1.8321 2.4938 -3.5589 -3.024 1.852 -1.696 0.746
C 0.7418 3.6347 -2.5884 0.801 0.081 0.902 0.033
H 1.0555 4.6636 -2.7787 0.103 -0.063 0.194 0.002
H 0.7638 3.4256 -1.5112 0.134 0.185 -0.136 0.025
H -0.2962 3.5054 -2.9005 0.282 -0.038 -0.203 0.014
C 2.4905 3.5356 -4.9240 1.315 -0.525 0.462 0.082
H 2.9187 2.9145 -5.7159 -0.288 0.001 0.009 -0.004
H 3.3106 4.1717 -4.5742 -0.273 0.086 0.044 -0.002
H 1.6480 4.1396 -5.2782 -0.065 -0.126 0.102 0.040
C 0.4341 1.5712 -4.3631 0.512 -1.170 0.246 0.050
H 0.4428 1.7974 -5.4336 0.127 -0.132 0.100 0.015
H -0.5279 1.8632 -3.9298 0.402 0.039 -0.049 0.005
H 0.5257 0.4881 -4.2140 0.019 0.126 -0.349 0.014
P -3.1388 -3.1807 1.0808 -3.920 -1.443 0.807 0.680
C -4.3306 -1.8986 1.6277 1.143 0.805 -0.310 0.069
H -5.0283 -2.3495 2.3505 0.274 -0.047 -0.241 0.032
H -4.8560 -1.5491 0.7206 0.256 0.170 0.656 -0.001
H -3.7430 -1.1093 2.1315 -0.726 -0.006 -0.207 0.006
C -4.1359 -4.0080 -0.2275 1.119 0.299 -0.948 0.063
H -3.4710 -4.6264 -0.8548 -0.535 0.217 -0.032 0.004
H -4.6507 -3.2237 -0.8070 0.340 -0.481 -0.019 -0.001
H -4.8813 -4.6726 0.2279 0.235 0.202 0.267 0.032
C -3.2302 -4.4042 2.4331 1.618 0.162 0.121 0.063
H -4.2631 -4.7472 2.5243 -0.109 0.206 -0.265 0.032
H -2.9354 -3.9055 3.3700 0.085 -0.520 -0.225 -0.002
H -2.5933 -5.2637 2.1656 -0.191 0.241 0.520 0.000
P 2.1795 0.6013 2.5189 0.501 -0.089 -0.901 0.156
C 1.5418 1.7044 3.7703 -0.577 -0.153 0.166 0.035
H 2.4607 2.1067 4.2485 -0.508 -0.034 -0.116 0.013
H 0.9485 1.1301 4.5022 0.299 0.268 -0.119 -0.002
H 0.9042 2.5044 3.3377 0.579 -0.467 0.207 -0.002
C 3.1749 -0.7578 3.1616 -0.226 -0.165 0.150 0.018
H 3.4702 -0.4481 4.1818 0.115 -0.417 -0.401 0.001
H 4.0462 -0.9124 2.5006 -0.309 0.151 0.483 -0.001
H 2.5854 -1.6928 3.1964 0.274 0.436 0.251 -0.002
C 3.1273 1.5038 1.2826 0.186 0.373 -0.410 -0.014
H 3.3813 2.4942 1.7480 -0.189 -0.748 -0.717 0.002
H 2.4911 1.6111 0.3570 0.697 0.207 1.007 0.045
H 4.0740 0.9550 1.0435 -0.822 0.503 0.197 0.004
Ru 1.1539 -1.7040 -0.8885 -5.518 8.667 4.552 0.916
C -0.5654 -0.7403 -1.2257 -3.081 2.813 -0.498 -0.033
O -1.4793 -0.0055 -1.2744 3.415 -2.992 0.148 0.087
C 0.9259 -0.3525 1.4153 -3.198 -0.954 0.306 0.178
O -0.2180 -0.6521 1.6363 3.230 0.927 -0.255 0.387
C 1.9675 -3.3538 0.0082 0.712 -2.025 1.211 0.070
C 2.9780 -2.5095 -0.4769 1.678 -1.335 -0.410 -0.019
C 2.9224 -2.0741 -1.8069 2.139 0.033 -1.008 0.159
C 1.8192 -2.4163 -2.6011 1.320 -1.455 -2.481 -0.010
C 0.8086 -3.2633 -2.0919 -0.286 -1.780 -1.134 -0.008
C 0.8407 -3.6973 -0.7493 0.284 -2.498 -0.353 -0.002
H 2.0353 -3.7202 1.0145 -0.079 0.129 0.469 0.003
H 3.8043 -2.2063 0.1481 -0.093 0.083 0.153 -0.015
H 3.6512 -1.3501 -2.1610 -0.015 -0.241 -0.063 0.008
H 1.7892 -2.0720 -3.6216 -0.242 0.135 -0.107 0.004
H -0.0249 -3.5526 -2.7099 -0.249 0.311 -0.129 -0.002
H 0.0503 -4.3320 -0.3501 0.238 0.259 -0.023 0.006
C -1.2834 4.6855 0.6762 0.245 -0.264 -0.031 -0.001
C -0.5073 3.5794 1.3614 0.013 -0.198 0.931 -0.002
O -0.1463 2.4285 0.5468 -0.483 -0.013 -0.636 0.025
H -0.6797 5.1945 -0.0752 -0.081 -0.042 -0.092 0.001
H -1.5467 5.4274 1.4317 -0.063 -0.021 -0.059 0.000
H -2.2135 4.3107 0.2345 0.120 0.081 0.035 0.000
H 0.4489 3.9451 1.7595 -0.173 0.111 -0.253 0.000
H -1.0765 3.2094 2.2359 0.063 0.115 -0.369 0.000
H -0.9102 2.2275 -0.0318 0.451 0.169 0.543 -0.002
```
Forces are in eV/Å.

Calculated values
Gap between HOMO and LUMO (spin up / spin down) = 7.74 / 6.62 eV
2S+1 = 5
Energy above the lowest of the compared OMol25 structures with the same formula, charge and spin = 0.0 kcal/mol
Total charge = +4
E = -2090.33328 Ha



# C19H40Cl2O6

6 unconnected molecules or ions with the total composition C19H40Cl2O6 (the ωB97M-V functional and the def2-TZVPD basis, OMol25).

Geometry as XYZ:
```
67
Properties=species:S:1:pos:R:3:forces:R:3:lowdin_charge:R:1
C -0.6417 -2.0560 -4.5326 0.015 0.092 0.149 -0.165
C -1.9113 -2.8231 -4.1646 -0.436 -0.638 -0.137 -0.164
C -1.4790 -3.6573 -2.9674 0.236 0.105 0.380 -0.215
O -0.1396 -4.0258 -3.2639 -0.114 -0.004 -0.200 -0.137
C 0.4699 -2.8937 -3.8855 0.284 -0.251 0.277 -0.202
H -0.6472 -1.0500 -4.1147 -0.011 0.042 -0.088 0.067
H -0.4900 -1.9917 -5.6071 -0.125 0.117 -0.050 0.106
H -2.1714 -3.5243 -4.9640 0.065 0.085 -0.013 0.113
H -2.8148 -2.2435 -3.9736 0.210 0.291 0.050 0.110
H -2.0614 -4.5630 -2.8069 0.015 -0.042 -0.126 0.122
H -1.4934 -3.0916 -2.0211 -0.091 0.122 -0.155 0.100
H 1.1880 -3.2742 -4.6127 0.012 -0.008 0.023 0.112
H 1.0198 -2.3303 -3.1221 -0.066 0.073 -0.090 0.098
C 3.3381 -0.6171 -4.6650 -0.690 -0.113 0.577 -0.168
C 3.0420 -0.3477 -3.1642 -0.021 -0.501 -1.112 -0.204
C 4.1227 0.6689 -2.8486 0.074 -0.453 -0.380 -0.209
O 5.2468 0.2822 -3.6615 -0.003 0.022 0.034 -0.143
C 4.8356 -0.7260 -4.5929 0.241 0.205 -0.010 -0.214
H 2.9925 0.2049 -5.2935 0.141 0.084 -0.017 0.117
H 2.8416 -1.5314 -4.9948 0.142 0.023 -0.101 0.097
H 3.2205 -1.3187 -2.6946 -0.032 0.236 0.487 0.114
H 2.0143 -0.0442 -2.9903 0.053 0.177 0.161 0.066
H 4.4455 0.6574 -1.8091 -0.065 0.232 0.054 0.112
H 3.7986 1.6590 -3.1795 0.021 0.142 0.335 0.119
H 5.1165 -1.7081 -4.1984 0.087 -0.059 -0.124 0.120
H 5.3453 -0.5493 -5.5389 0.072 -0.014 0.016 0.119
C -1.4631 -1.7307 1.6805 0.318 -0.280 -0.134 -0.191
C -0.9334 -2.1760 3.0373 0.306 -0.406 -0.192 -0.173
C -0.9820 -3.7021 2.8633 0.013 0.301 0.027 -0.189
O -2.0427 -3.9792 1.9374 0.050 -0.115 0.036 -0.131
C -2.5746 -2.7559 1.4732 -0.628 0.940 0.232 -0.220
H -0.6989 -1.9210 0.9186 0.014 0.153 0.029 0.106
H -1.7293 -0.6757 1.6393 -0.356 -0.076 -0.033 0.090
H -1.5757 -1.8336 3.8487 -0.028 -0.012 0.013 0.115
H 0.0908 -1.8551 3.2300 -0.061 0.120 0.074 0.108
H -1.1532 -4.2249 3.8046 -0.081 -0.099 -0.062 0.115
H -0.0475 -4.0547 2.4190 0.009 -0.085 0.075 0.117
H -3.4581 -2.4694 2.0708 0.133 -0.087 0.037 0.121
H -2.9372 -2.8245 0.4469 0.320 -0.310 -0.092 0.112
C 1.9379 2.6369 4.0681 0.317 -0.398 0.195 -0.148
C 0.6314 2.9490 3.3397 -0.300 -0.235 0.096 -0.164
C -0.2745 1.8004 3.7754 -0.276 -0.066 -0.157 -0.220
O 0.0906 1.5411 5.1151 -0.016 -0.005 0.067 -0.138
C 1.5060 1.6908 5.2163 -0.224 0.202 -0.076 -0.185
H 2.4548 3.5182 4.4433 -0.111 0.075 -0.023 0.105
H 2.6468 2.1017 3.4345 -0.093 0.113 -0.168 0.106
H 0.7247 3.0071 2.2565 0.088 0.115 -0.009 0.097
H 0.1810 3.8650 3.7244 0.151 0.153 -0.114 0.104
H -0.1611 0.8996 3.1510 0.233 0.058 0.018 0.108
H -1.3338 2.0623 3.7575 0.018 0.022 0.029 0.110
H 1.9809 0.7108 5.1211 0.074 0.008 0.044 0.114
H 1.7045 2.0997 6.2058 0.106 -0.072 0.014 0.115
Cl 1.4166 1.1060 -0.4451 0.096 0.259 0.165 0.558
C -0.3431 1.2379 -0.4232 -0.169 -0.250 0.201 -1.011
Cl -1.0554 0.0161 -1.4820 -0.176 0.015 -0.120 0.567
H -0.6937 1.0459 0.5839 0.020 0.026 0.016 -0.013
H -0.6668 2.2198 -0.7433 0.141 0.026 -0.128 0.028
O -3.0573 2.5331 1.1114 0.189 0.060 -0.138 -0.072
C -3.2776 3.9351 1.0416 -0.462 -0.248 -0.284 -0.246
C -2.7120 4.6686 2.2223 0.278 0.451 -0.340 -0.260
O -3.3010 4.1128 3.3769 -0.017 -0.076 0.295 -0.057
H -3.5224 2.2060 1.8879 0.014 0.048 0.096 0.083
H -2.8248 4.2887 0.1158 0.133 -0.002 0.022 0.121
H -4.3520 4.1456 0.9618 0.039 -0.045 0.076 0.124
H -2.9511 5.7358 2.1027 -0.038 -0.080 0.147 0.123
H -1.6199 4.5854 2.2167 -0.005 -0.178 0.185 0.107
H -2.8117 4.3781 4.1617 -0.035 0.011 -0.058 0.094
```
Forces are in eV/Å.

Calculated values
Gap between HOMO and LUMO = 9.85 eV
E = -2119.67371 Ha